{
  "formula": "C5H5NO2",
  "method": "ωB97M-V/def2-TZVPD",
  "e_lumo_ev": -0.743,
  "fmax_ev_per_a": 4.16,
  "de_lowest_ev": 7.285,
  "spin_multiplicity": 1,
  "gap_ha": 0.356,
  "total_energy_ha": -398.510754,
  "species": ["C", "C", "C", "C", "C", "N", "O", "O", "H", "H", "H", "H", "H"],
  "xyz": [[1.7986, -1.2674, -0.3186], [1.6900, 0.0334, -0.2578], [0.7652, 1.0302, 0.5027], [-0.5863, 0.6233, 0.2740], [-1.7192, 0.2212, 0.2294], [-3.0325, -0.0639, -0.0092], [-3.6963, 0.6257, -0.7728], [-3.4777, -1.0268, 0.6044], [2.4811, -1.7820, -0.9144], [1.2193, -1.9832, 0.2036], [2.2838, 0.6448, -1.0910], [1.1623, 0.9326, 1.5915], [1.1118, 2.0123, -0.0418]]
}


{
  "formula": "C5H9ClS",
  "method": "ωB97M-V/def2-TZVPD",
  "e_lumo_ev": 0.862,
  "fmax_ev_per_a": 4.48,
  "de_lowest_ev": 0.791,
  "spin_multiplicity": 1,
  "gap_ha": 0.346,
  "total_energy_ha": -1054.242856,
  "species": ["C", "C", "C", "C", "C", "H", "H", "H", "H", "H", "H", "H", "H", "H", "S", "Cl"],
  "xyz": [[-1.6476, 1.3833, 0.2047], [-0.6538, 0.3058, 0.7034], [0.6029, 0.0329, -0.2234], [0.4602, -0.7141, -1.5621], [1.6484, -0.9074, 0.5692], [-2.2356, 1.2797, -0.6411], [-2.3038, 1.4005, 1.0703], [-1.1269, 2.3389, 0.3371], [-0.2267, 0.5599, 1.7102], [1.1402, 0.9653, -0.4562], [-0.5333, -1.2985, -1.5112], [0.7643, -0.2539, -2.4785], [1.3374, -1.3621, 1.5151], [2.5819, -0.4714, 0.7949], [1.7795, -1.9312, -0.9493], [-1.5870, -1.3279, 0.9169]]
}


{
  "formula": "C32H27AsIrN2O6PSSe",
  "method": "ωB97M-V/def2-TZVPD",
  "s2": 0.80,
  "e_lumo_ev": [-5.406, -5.430],
  "charge": 1,
  "fmax_ev_per_a": 3.03,
  "de_lowest_ev": 6.663,
  "spin_multiplicity": 2,
  "gap_ha": [0.169, 0.164],
  "total_energy_ha": -7277.260315,
  "species": ["Ir", "O", "As", "O", "O", "C", "C", "C", "C", "C", "C", "S", "O", "O", "O", "H", "H", "H", "H", "H", "C", "C", "C", "C", "C", "C", "P", "C", "C", "C", "C", "C", "C", "C", "C", "C", "C", "C", "C", "H", "H", "H", "H", "H", "H", "H", "H", "H", "H", "H", "H", "H", "H", "C", "N", "C", "Se", "N", "C", "C", "C", "C", "C", "C", "H", "H", "H", "H", "H", "H", "H", "H"],
  "xyz": [[0.8562, 0.0548, 0.9061], [2.5959, 3.7957, 1.8457], [1.2808, 2.6353, 1.6154], [1.8129, 1.3509, 2.5505], [1.4083, 2.0723, 0.0431], [-0.2110, 3.8338, 1.5601], [-0.0083, 5.1884, 1.7617], [-1.0614, 6.0633, 1.5259], [-2.2855, 5.5821, 1.0831], [-2.4788, 4.2212, 0.8795], [-1.4261, 3.3527, 1.0920], [-1.6377, 1.5767, 1.0483], [-3.0320, 1.3173, 1.2489], [-0.7532, 1.1541, 2.1658], [-1.1279, 0.9346, -0.1826], [3.2544, 3.3442, 2.3927], [0.9570, 5.5385, 2.0996], [-0.9217, 7.1224, 1.6928], [-3.0986, 6.2695, 0.8950], [-3.4392, 3.8260, 0.5771], [-1.6484, -0.7384, 4.9717], [-0.4801, -1.2490, 4.4290], [-0.4554, -1.6766, 3.1109], [-1.6170, -1.6087, 2.3300], [-2.8085, -1.1690, 2.9107], [-2.8199, -0.7365, 4.2243], [-1.5711, -1.8018, 0.5386], [-3.0005, -2.8460, 0.1275], [-3.7698, -2.5757, -0.9988], [-4.8393, -3.3984, -1.3197], [-5.1376, -4.4922, -0.5207], [-4.3775, -4.7563, 0.6113], [-3.3160, -3.9322, 0.9462], [-0.0395, -2.6964, 0.1585], [-0.0344, -4.0311, -0.2357], [1.1759, -4.6843, -0.4026], [2.3616, -3.9972, -0.1938], [2.3485, -2.6519, 0.1491], [1.1498, -1.9595, 0.3168], [-1.6414, -0.3304, 5.9736], [0.4256, -1.2961, 5.0187], [0.4583, -2.0954, 2.7057], [-3.7071, -1.1142, 2.3125], [-3.7364, -0.3560, 4.6542], [-3.5362, -1.7127, -1.6094], [-5.4410, -3.1846, -2.1926], [-5.9644, -5.1406, -0.7778], [-4.6125, -5.6092, 1.2343], [-2.7306, -4.1333, 1.8346], [-0.9681, -4.5576, -0.3816], [1.1930, -5.7289, -0.6832], [3.3109, -4.5041, -0.3033], [3.2937, -2.1442, 0.3007], [3.3771, 3.1938, -1.7346], [3.3708, 1.8293, -2.2207], [3.4444, 0.7151, -1.4842], [3.6801, 0.5515, 0.3557], [3.3702, -0.3457, -2.3095], [3.2440, 0.0816, -3.6157], [3.1915, -0.5981, -4.8246], [3.0961, 0.1716, -5.9675], [3.0268, 1.5686, -5.9028], [3.0831, 2.2476, -4.7023], [3.2194, 1.4785, -3.5533], [3.8106, 3.2294, -0.7392], [2.3567, 3.5692, -1.6716], [3.9595, 3.8180, -2.4097], [3.3559, -1.2974, -1.9757], [3.2335, -1.6771, -4.8694], [3.0783, -0.3153, -6.9322], [2.9286, 2.1289, -6.8215], [3.0244, 3.3256, -4.6615]]
}


{
  "formula": "CH3BBr2O2",
  "method": "ωB97M-V/def2-TZVPD",
  "e_lumo_ev": -0.102,
  "fmax_ev_per_a": 4.58,
  "de_lowest_ev": 2.491,
  "spin_multiplicity": 1,
  "gap_ha": 0.340,
  "total_energy_ha": -5363.272091,
  "species": ["B", "C", "O", "O", "Br", "Br", "H", "H", "H"],
  "xyz": [[-0.2581, -0.4190, 0.0633], [0.5879, 0.8557, -0.3691], [0.3689, -1.1754, 0.9774], [-1.5089, -0.5592, -0.3965], [-0.1640, 2.4490, 0.3835], [2.4486, 0.7365, 0.0281], [0.6409, 1.2866, -2.0593], [-0.0625, -1.9090, 1.4160], [-2.0528, -1.2652, -0.0435]]
}


{
  "formula": "C27H35FN11O4ReS",
  "method": "ωB97M-V/def2-TZVPD",
  "s2": 0.75,
  "e_lumo_ev": [-11.543, -11.099],
  "charge": 3,
  "fmax_ev_per_a": 3.33,
  "de_lowest_ev": 0.000,
  "spin_multiplicity": 2,
  "gap_ha": [0.105, 0.121],
  "total_energy_ha": -2528.607259,
  "species": ["Re", "N", "C", "C", "C", "N", "C", "C", "N", "C", "H", "H", "H", "H", "H", "H", "H", "H", "H", "H", "H", "H", "H", "H", "H", "H", "C", "N", "C", "N", "C", "N", "C", "C", "C", "C", "C", "C", "C", "N", "N", "C", "O", "C", "C", "C", "C", "C", "C", "N", "C", "N", "C", "N", "C", "H", "H", "H", "H", "H", "H", "H", "H", "H", "H", "H", "H", "H", "H", "H", "H", "F", "C", "S", "O", "O", "O", "H", "H", "H"],
  "xyz": [[0.2116, -0.1164, 1.8791], [-0.2623, -5.0260, 0.8654], [0.2421, -3.7950, 1.5687], [-0.0428, -3.9592, 3.0547], [0.6182, -2.8528, 3.8820], [0.0369, -1.5160, 3.6406], [2.1205, -2.8178, 3.6211], [2.4593, -2.5931, 2.1494], [2.2213, -1.1920, 1.7538], [1.7284, -3.6124, 1.2494], [-1.2539, -5.1841, 1.0901], [0.2676, -5.8547, 1.1728], [-0.1642, -4.9410, -0.1544], [-0.3273, -2.9489, 1.1793], [0.3590, -4.9076, 3.4138], [-1.1206, -3.9589, 3.2191], [0.4706, -3.0958, 4.9416], [0.6078, -0.8945, 4.2379], [-0.8980, -1.4924, 4.0447], [2.5560, -3.7617, 3.9467], [2.5672, -2.0207, 4.2167], [3.5353, -2.7839, 2.0279], [2.5165, -1.0763, 0.7844], [2.8153, -0.5796, 2.3207], [2.2428, -4.5668, 1.3744], [1.8281, -3.2995, 0.2098], [-4.6504, 0.7152, -0.7068], [-3.6888, 0.3956, 0.3250], [-2.3912, 0.6757, 0.3993], [-1.8996, 0.1640, 1.5321], [-2.9802, -0.4244, 2.1152], [-4.0568, -0.2931, 1.3964], [-4.2893, 0.0788, -2.0326], [-5.0394, -0.9761, -2.5511], [-4.7059, -1.5506, -3.7724], [-3.6135, -1.0966, -4.4889], [-2.8530, -0.0417, -3.9746], [-3.2059, 0.5444, -2.7532], [-1.6845, 0.4652, -4.6429], [-1.2184, 0.2403, -5.8473], [-0.1133, 0.9137, -5.9937], [0.1294, 1.5583, -4.8773], [-0.8462, 1.2934, -3.9792], [1.2351, 2.3949, -4.5028], [2.1490, 2.8916, -5.4370], [3.1666, 3.7204, -4.9988], [3.3016, 4.0301, -3.6526], [2.4065, 3.5126, -2.7073], [2.5930, 3.8434, -1.2418], [1.7152, 3.1030, -0.3743], [1.5880, 1.7870, -0.2187], [0.6065, 1.5447, 0.6430], [0.1726, 2.7814, 1.0008], [0.8270, 3.7257, 0.3913], [1.3718, 2.7138, -3.1452], [-4.7085, 1.8019, -0.8166], [-5.6148, 0.3466, -0.3519], [-1.8210, 1.2165, -0.3279], [-2.9804, -0.9307, 3.0580], [-5.8970, -1.3398, -2.0055], [-5.3031, -2.3614, -4.1617], [-3.3327, -1.5409, -5.4296], [-2.6388, 1.3923, -2.4027], [2.0353, 2.6369, -6.4785], [3.8645, 4.1263, -5.7140], [4.1051, 4.6759, -3.3339], [2.3766, 4.9031, -1.0653], [3.6321, 3.6579, -0.9521], [2.1716, 1.0487, -0.7269], [-0.6192, 2.9592, 1.7014], [0.6454, 2.3121, -2.4569], [0.0567, -1.1920, 0.1878], [1.9481, 2.8403, 4.7402], [1.8008, 1.3666, 3.7579], [2.1426, 0.1673, 4.4968], [2.5263, 1.4738, 2.5018], [0.3243, 1.2264, 3.3929], [2.6005, 2.6180, 5.5751], [0.9568, 3.1020, 5.0899], [2.3673, 3.6293, 4.1275]]
}